Molecular formula: C20H43InN2P3S
Method: DFT, ωB97M-V with the def2-TZVPD basis set

Cartesian coordinates (Å):
In: -0.26474 -0.58479 -1.10996
P: -1.73978 2.32773 0.39710
P: -1.31329 -2.60048 0.24094
P: -2.59339 -0.45904 -2.51010
H: 4.81200 0.55858 -0.48762
C: 4.46240 1.09711 -1.37505
C: 3.97825 2.34924 -1.31092
H: 3.94401 2.89835 -0.35968
C: -0.28995 3.02141 1.16839
C: -2.84461 1.55184 1.56621
C: -2.51531 3.44080 -0.74715
C: -0.67963 -4.08686 -0.61576
C: -0.73021 -2.82287 1.95974
C: -3.11419 -2.91892 0.37925
C: -2.52758 0.80116 -3.82752
C: -4.22208 -0.14100 -1.73317
C: -2.90220 -1.98352 -3.46582
H: 4.46622 0.53766 -2.31418
H: 3.61013 2.87026 -2.19985
H: 0.58681 2.81339 0.54367
H: -0.13221 2.57255 2.15795
H: -0.39816 4.10982 1.27634
H: -2.24180 1.10531 2.37479
H: -3.39691 0.74207 1.05794
H: -3.55801 2.27690 1.98386
H: -1.81799 3.61119 -1.57910
H: -2.72540 4.39415 -0.23938
H: -3.44317 3.00660 -1.14169
H: -1.16817 -4.97470 -0.18689
H: 0.40640 -4.16693 -0.47108
H: -0.88780 -4.04654 -1.69507
H: -1.24392 -3.68166 2.41711
H: -0.95516 -1.92515 2.55319
H: 0.35333 -3.00721 1.97844
H: -3.23820 -3.84874 0.95960
H: -3.59543 -3.04349 -0.60250
H: -3.60613 -2.09842 0.92487
H: -3.41499 0.68702 -4.46541
H: -1.62439 0.65310 -4.43172
H: -2.51679 1.81203 -3.39630
H: -4.96985 -0.15112 -2.53975
H: -4.24603 0.84001 -1.23516
H: -4.46378 -0.92968 -1.00645
H: -3.66223 -1.74663 -4.22546
H: -3.27490 -2.79615 -2.82441
H: -1.98124 -2.31216 -3.96763
C: 1.18795 -1.12819 -3.99855
C: 0.54657 -2.07036 -4.82864
C: 0.12040 -1.70196 -6.09668
C: 0.32763 -0.39287 -6.55841
C: 0.96154 0.54899 -5.73413
C: 1.38033 0.19341 -4.45362
S: 1.63678 -1.61334 -2.40019
H: -1.34349 1.16463 -0.35471
H: 0.39155 -3.07318 -4.43237
H: -0.37582 -2.44521 -6.72542
H: 0.02334 -0.11839 -7.57521
H: 1.13244 1.56539 -6.09578
H: 1.83394 0.90430 -3.77123
C: 2.20466 -0.61155 4.09777
N: 2.43277 0.10255 2.83464
C: 3.42791 1.17745 2.82566
C: 1.65487 -0.08051 1.79988
N: 0.98311 -0.21539 0.83550
H: 3.07468 -0.43488 4.74527
H: 2.09830 -1.68803 3.91444
H: 1.30016 -0.25295 4.61603
H: 3.98035 1.17444 1.87775
H: 2.96052 2.16576 2.96212
H: 4.11532 0.99522 3.66038

## Properties
Total charge: +3
LUMO energy (eV): -10.36
E_HOMO (eV): -16.000
Kohn-Sham gap (Eh): 0.207
Multiplicity: 1
Energy relative to the best compared isomer or geometry (same formula, charge and spin) (kcal per mole): 1.7



Molecular formula: C5H7NO
Method: DFT, ωB97M-V with the def2-TZVPD basis set

Cartesian coordinates (Å):
O: -0.39547 0.00950 -2.68222
C: 0.10093 -0.82854 -1.95735
N: 0.76824 -0.55776 -0.80194
C: 0.77379 0.77589 -0.23835
C: -0.46020 1.05382 0.64225
C: -0.69478 -0.02694 1.60459
C: -0.87170 -0.95736 2.34928
H: 0.07870 -1.91099 -2.18769
H: 0.93371 -1.32736 -0.16835
H: 0.78878 1.48108 -1.07274
H: 1.69353 0.90410 0.34128
H: -0.32883 2.00728 1.16875
H: -1.33853 1.15630 -0.00577
H: -1.04817 -1.77904 3.00826

## Properties
SMILES string: C#CCCNC=O
Total charge: 0
LUMO energy (eV): 0.90
E_HOMO (eV): -9.827
Kohn-Sham gap (Eh): 0.394
Multiplicity: 1
Energy relative to the best compared isomer or geometry (same formula, charge and spin) (kcal per mole): 39.2



Molecular formula: C4H6OS
Method: DFT, ωB97M-V with the def2-TZVPD basis set

Cartesian coordinates (Å):
C: -0.89146 -1.36868 0.22552
C: -0.25859 -0.22509 -0.52432
C: 0.45053 1.50691 0.15807
C: 1.09603 0.20667 -0.09106
H: -1.93775 -1.09858 0.35724
H: -0.41399 -1.37082 1.20490
H: -0.81401 -2.26926 -0.33854
H: -0.31707 -0.34266 -1.56161
H: 0.72136 2.34728 -0.50870
H: 0.55956 1.86823 1.22742
O: -0.82576 1.01593 -0.10809
S: 2.63116 -0.26992 -0.04084

## Properties
Total charge: 0
LUMO energy (eV): -0.37
E_HOMO (eV): -8.901
Kohn-Sham gap (Eh): 0.313
Multiplicity: 1
Energy relative to the best compared isomer or geometry (same formula, charge and spin) (kcal per mole): 50.0